[1]
Molecular formula: C9H17N4
Method: DFT, the ωB97M-V functional and the def2-TZVPD basis

Geometry (Å):
C (-3.262, 0.035, 0.381)
H (-0.766, 2.399, -1.741)
C (0.451, -2.426, 1.083)
H (-0.626, -2.499, -2.232)
C (0.545, 1.290, -0.395)
H (-0.805, 0.580, -1.940)
H (0.016, -3.787, -1.222)
H (1.588, 0.741, -0.466)
H (0.772, 1.541, -2.439)
H (-1.511, 2.147, 1.670)
H (1.396, -1.915, 1.402)
C (-1.041, -0.668, 0.119)
C (-0.543, -2.834, -1.173)
C (-0.060, -1.752, -0.247)
H (0.744, -3.463, 0.727)
C (-0.416, 0.589, 0.664)
C (0.970, 2.689, 0.223)
N (-1.458, 1.536, 0.948)
H (-0.206, -2.808, 1.806)
H (0.789, -1.284, -0.691)
N (-4.480, -0.026, 1.044)
H (1.880, 3.000, -0.229)
H (-1.574, 2.087, 0.078)
N (-2.335, -0.730, 0.052)
H (0.064, 0.284, 1.662)
H (-1.618, -3.120, -0.978)
H (0.185, 3.410, -0.026)
H (1.095, 2.362, 1.266)
N (-4.436, 0.586, -0.021)
C (-0.138, 1.486, -1.764)

Summary:
HOMO = -14.42 eV
Energy relative to the best compared isomer or geometry (same formula, charge and spin) = 447.21 kJ/mol
Lowest unoccupied orbital energy = -4.64 eV
Charge = +1
Structure (SMILES) = CC(C)/C(=N/C1=[N+]=N1)[C@H](N)C(C)C

[2]
Molecular formula: C9H17N4O2PdSe
Method: DFT, the ωB97M-V functional and the def2-TZVPD basis

Geometry (Å):
O (0.116, -0.746, -2.552)
C (5.170, -1.520, -0.280)
H (6.503, 0.756, -1.042)
H (4.822, -1.855, -1.257)
H (-0.751, -1.350, 3.313)
Se (-4.572, 0.858, 0.589)
O (0.202, 1.336, -2.440)
H (-2.437, -1.088, 1.505)
N (-1.136, -1.665, 0.009)
C (-1.576, -1.749, 1.382)
C (5.224, 0.375, 1.357)
Pd (0.197, 0.463, -0.333)
H (-1.890, -1.636, -0.664)
C (-0.442, -1.255, 2.266)
H (0.444, -1.874, 2.112)
H (-0.497, -2.400, -0.264)
C (5.413, 0.835, -1.095)
C (2.087, 0.194, -0.194)
C (3.291, 0.065, -0.132)
H (5.125, 1.875, -0.942)
H (-0.834, 0.769, 2.131)
H (4.789, -0.269, 2.124)
N (-0.074, 0.130, 1.922)
H (0.765, 0.414, 2.410)
H (6.259, -1.618, -0.241)
H (-1.883, -2.752, 1.705)
H (5.086, 0.542, -2.094)
H (6.315, 0.318, 1.432)
H (4.734, -2.172, 0.479)
C (4.756, -0.063, -0.037)
N (-1.745, 1.394, -0.143)
N (0.133, 0.313, -3.168)
H (4.913, 1.401, 1.557)
C (-2.860, 1.188, 0.123)

Summary:
HOMO = -4.74 eV
Energy relative to the best compared isomer or geometry (same formula, charge and spin) = 0.00 kJ/mol
Lowest unoccupied orbital energy = 2.78 eV
Charge = -1

[3]
Molecular formula: C9H17N5PdSSe3Te
Method: DFT, the ωB97M-V functional and the def2-TZVPD basis

Geometry (Å):
N (1.847, 1.979, -0.785)
C (3.238, -1.427, -0.595)
N (-0.632, 0.141, -1.481)
N (-2.525, -2.942, -1.810)
H (5.226, -1.369, -1.478)
H (2.801, -2.154, -1.281)
N (2.848, -0.084, -1.001)
H (-3.414, -3.233, -1.428)
N (-3.304, -0.757, -1.694)
C (-1.698, 0.999, -1.501)
H (2.832, 0.097, -1.989)
C (-2.294, -1.599, -1.681)
H (1.708, 3.356, -2.292)
H (-3.797, 1.262, -1.711)
Se (-1.097, -1.512, 2.882)
S (1.885, 0.539, 1.408)
Pd (-0.765, -0.995, 0.532)
H (4.455, 2.096, -1.762)
H (2.197, 1.775, -2.828)
H (-0.131, -1.820, -2.010)
H (2.784, -1.621, 0.376)
Se (-2.102, 0.546, 2.255)
Se (0.743, -4.360, -1.447)
C (4.748, -1.576, -0.516)
H (3.953, 3.687, -1.190)
C (2.228, 0.800, -0.197)
C (-0.917, -1.154, -1.662)
H (4.997, -2.598, -0.228)
H (-1.465, 2.051, -1.386)
C (3.807, 2.946, -1.978)
H (1.447, 2.615, -0.114)
C (-2.974, 0.557, -1.654)
H (-1.734, -3.543, -1.565)
H (4.116, 3.387, -2.929)
C (2.343, 2.508, -2.029)
H (5.162, -0.893, 0.230)
Te (0.035, -3.533, 0.911)

Summary:
HOMO = 0.07 eV
Energy relative to the best compared isomer or geometry (same formula, charge and spin) = 54.44 kJ/mol
Lowest unoccupied orbital energy = 4.48 eV
Charge = -2

[4]
Molecular formula: C9H17NO6S2
Method: DFT, the ωB97M-V functional and the def2-TZVPD basis

Geometry (Å):
H (-2.099, 4.133, -1.402)
C (1.898, -2.332, 0.399)
O (-0.044, 3.808, 2.337)
H (4.803, -3.704, -0.965)
N (3.046, -2.120, -1.780)
H (-0.906, 5.790, -0.034)
O (-0.421, -2.658, 1.035)
H (0.229, -4.204, -1.717)
H (-3.473, 3.226, 1.176)
H (-3.459, 2.358, -0.353)
H (4.624, -3.068, 0.682)
C (0.655, -3.192, 0.203)
O (-1.132, -0.746, -0.326)
O (-1.347, -3.073, -1.075)
C (-1.555, 2.354, 0.690)
C (3.001, -2.610, -0.611)
H (3.691, -4.483, 0.207)
H (0.454, -2.461, -1.881)
H (-1.930, 5.413, 1.380)
C (-1.488, 5.019, 0.465)
O (-2.818, -2.237, 0.703)
H (0.803, -4.195, 0.603)
H (-1.156, 1.721, -0.099)
C (0.074, -3.245, -1.227)
H (-3.404, 4.966, -0.558)
C (-2.875, 3.018, 0.287)
H (1.600, -1.281, 0.355)
C (-2.527, 4.336, -0.418)
C (4.096, -3.533, -0.155)
H (2.270, -1.475, -1.940)
S (-0.381, 3.692, 0.941)
S (-1.546, -2.042, 0.113)
O (0.663, 3.588, -0.048)
H (-1.622, 1.785, 1.613)
H (2.273, -2.548, 1.402)

Summary:
HOMO = -10.21 eV
Lowest unoccupied orbital energy = 0.47 eV

[5]
Molecular formula: C9H17O2P
Method: DFT, the ωB97M-V functional and the def2-TZVPD basis

Geometry (Å):
C (-2.210, 0.155, -0.125)
H (-2.808, 1.509, 1.328)
O (-1.749, 1.181, -0.975)
C (-2.270, 0.552, 1.314)
H (-1.711, -0.765, -0.444)
H (2.897, 0.988, -0.262)
H (0.404, -1.957, 0.153)
H (-0.201, 0.081, 1.369)
C (2.424, -2.203, -0.776)
O (-0.265, 1.934, -2.850)
H (2.588, -3.150, -0.275)
H (-1.004, -0.146, 2.954)
C (-0.962, 0.517, 2.041)
H (3.352, -1.596, -0.548)
C (1.460, -2.357, -1.956)
H (1.752, 2.152, -1.099)
P (-0.468, 0.875, -1.924)
C (1.037, 0.330, -0.915)
H (-1.019, -0.319, -2.368)
H (1.132, -3.379, -1.985)
H (-0.842, 2.287, 3.262)
H (-2.895, -0.137, 1.918)
C (1.033, -1.722, -0.687)
H (-0.281, 2.600, 1.685)
H (-3.206, -0.173, -0.487)
H (1.457, -1.896, -2.843)
C (-0.353, 1.803, 2.410)
H (0.748, 1.634, 2.696)
C (1.959, 1.202, -0.611)

Summary:
HOMO = -9.65 eV
Energy relative to the best compared isomer or geometry (same formula, charge and spin) = 176.17 kJ/mol
Lowest unoccupied orbital energy = 0.81 eV

[6]
Molecular formula: C9H17O2Si
Method: DFT, the ωB97M-V functional and the def2-TZVPD basis

Geometry (Å):
H (-1.730, -1.325, 1.083)
H (2.362, -3.033, -0.423)
H (-0.463, 3.172, 0.031)
H (0.725, 1.769, 3.074)
H (-0.689, -1.542, -3.501)
H (1.931, 1.591, 0.210)
H (1.911, -1.659, -1.759)
H (-0.659, 0.551, 3.579)
H (-1.349, -0.226, -2.583)
H (1.715, -0.184, 0.565)
O (-2.833, -2.210, -2.406)
H (-2.058, 2.481, -0.171)
C (1.680, -2.415, -1.007)
Si (-0.454, 0.863, 0.955)
C (-0.582, -0.975, -2.609)
C (-1.502, -0.623, 0.312)
C (0.081, 0.859, 2.809)
H (0.824, 0.048, 2.765)
O (-2.190, -3.724, -0.885)
H (0.990, 0.479, -0.886)
C (0.353, -2.620, -0.709)
C (-2.059, -2.692, -1.571)
H (-1.541, 3.074, 1.325)
C (-1.217, 2.579, 0.454)
H (-0.011, -3.336, -0.022)
C (-0.688, -1.942, -1.479)
H (0.381, -0.333, -2.647)
H (-2.348, -0.312, -0.284)
C (1.256, 0.809, 0.111)

Summary:
HOMO (spin up / spin down) = -4.11 / -4.10 eV
Energy relative to the best compared isomer or geometry (same formula, charge and spin) = 312.66 kJ/mol
Lowest unoccupied orbital energy (spin up / spin down) = 3.26 / 3.26 eV
Charge = -1